The following is a DFT calculation (ωB97M-V with the def2-TZVPD basis set) of 2 unconnected molecules or ions with the total composition C20H39F4N3O6 in a non-equilibrium geometry.

Geometry as XYZ:
```
72
Properties=species:S:1:pos:R:3:mulliken_charge:R:1
H -0.6117 -3.2171 0.2482 0.3182
H -2.9021 -3.4373 4.2881 0.2778
H -2.1364 6.0114 -0.4950 0.3447
C 0.6645 0.4388 -0.8745 2.0132
H -0.7708 2.0060 2.2622 0.0786
H -0.3353 1.4504 -3.0995 0.4746
H 5.0168 -2.2812 0.3686 0.4065
C -2.5957 -2.5734 0.7708 -0.5212
H -2.1120 3.3904 -2.7704 0.1228
H 1.0880 -1.3178 0.2482 0.3109
N -0.0210 3.5046 -2.9591 -0.1287
H -3.0211 -1.7569 1.3512 0.3475
O 1.6283 0.5223 -1.8799 -0.5253
C -1.3883 4.7078 1.0682 0.4412
H -2.4014 -4.9607 3.5753 0.2876
C 0.2772 2.5406 0.5082 0.3067
C 1.6984 1.7984 -2.4680 -0.5174
H -3.9849 -4.8513 4.3107 0.3812
F 6.3584 -6.8043 1.1677 -0.2407
H -1.5375 4.7880 -3.6759 0.3294
C -1.0309 2.2981 1.2419 -1.1029
H 2.5749 1.7854 -3.1112 0.4926
H 0.7094 -1.6331 -1.4666 0.3655
H 1.8679 2.5840 -1.7300 0.2010
F 4.3024 -7.4238 0.9658 -0.2538
C -3.2252 2.8111 -0.8643 -0.5134
F 5.3571 -6.5956 -0.7292 -0.2481
H 4.1739 -2.4729 -1.1655 0.2886
H 3.5542 -1.3433 0.0502 0.0795
C -3.2476 3.1739 0.6292 -0.8499
H 0.5823 4.1622 -3.4366 0.2475
C 1.0600 1.1990 0.4367 -0.7045
H 0.1030 2.8684 -0.5158 -0.0247
H -4.5021 -4.6759 2.0459 0.3234
H -1.5538 3.1998 -4.4255 0.3888
H -3.7087 2.3464 1.1653 0.4050
C -1.3377 5.2964 -0.3330 -0.7683
H -2.3610 2.2180 -1.1448 -0.1056
C -3.2511 -4.3010 3.7302 -1.1315
O -2.7399 -3.8134 1.4284 -0.3187
O -0.9181 -1.2417 -0.2691 -0.3161
F 2.8971 0.9443 1.8246 -0.2910
H -1.3383 4.5254 -1.0946 -0.0667
C 4.7291 -5.1086 1.0136 0.3098
C 5.2034 -6.5111 0.5919 0.9104
H -3.2555 3.7131 -1.4691 0.3086
O -0.9077 5.3448 2.0082 -0.6060
C 0.4675 2.1543 -3.3019 -0.8693
C -1.3695 3.7328 -3.4891 -0.9080
H -3.8885 4.0351 0.7961 0.4262
H -0.3867 5.8136 -0.4093 0.3202
N 2.4954 1.3472 0.5331 -0.2380
H -4.1337 2.2655 -1.1062 0.4542
H 0.8936 3.2943 0.9946 0.4106
C 0.4455 -1.0435 -0.5886 -1.3556
C -1.1091 -2.3211 0.6230 -0.3701
C 4.0320 -2.3123 -0.0963 -0.8668
O 3.7585 -4.7131 0.2087 -0.3589
H 2.2012 -3.4344 0.0329 0.1567
C -3.7970 -3.9085 2.3638 -0.2125
H 0.7041 2.0951 -4.3645 0.4781
H -1.5129 1.4285 0.7965 0.4168
H 3.0545 -3.3004 1.5684 0.3074
H 0.7214 0.5988 1.2754 0.4832
C 3.1866 -3.4202 0.4937 0.0023
H 2.7698 2.3174 0.4596 0.4518
H -4.3502 -2.9738 2.4322 0.2854
H -0.3016 0.8424 -1.1872 -0.6728
O 5.1752 -4.5208 1.9503 -0.5063
N -1.9716 3.4199 1.3084 0.1958
H -0.6972 -2.0869 1.6091 0.2259
H -3.0379 -2.6185 -0.2246 0.2170
```

Summary:
**SMILES**: CCOCCOC[C@H](OCCNC)[C@H](CCN(CC)C(C)=O)NF.CCOC(=O)C(F)(F)F
**Max |F|**: 2.22 eV Å⁻¹
**Gap between HOMO and LUMO**: 9.55 eV
**E_LUMO**: 0.02140 Ha

---

The following is a DFT calculation (ωB97M-V with the def2-TZVPD basis set) of 2 unconnected molecules or ions with the total composition C20H39N4O4 in a non-equilibrium geometry.

Geometry as XYZ:
```
67
Properties=species:S:1:pos:R:3:nbo_charge:R:1
C -6.8547 4.2504 -1.3195 -0.5293
H 0.7200 1.5856 0.7743 0.2073
H -4.1934 4.4609 -2.3165 0.1745
C 4.0096 0.3883 2.3797 -0.4585
H 0.1563 -0.5354 -3.5047 0.4193
H -2.5729 -1.9936 -0.6755 0.2442
O -6.4945 2.1301 -0.1680 -0.5579
H -0.4896 0.8716 -2.6886 0.4313
H -7.0002 4.1261 -3.4665 0.2160
C 2.5113 -2.8327 0.2674 0.7647
H -6.5066 4.9711 -0.5781 0.2404
H -3.9435 1.4828 0.1167 0.2396
C 0.8857 -0.0411 2.0781 -0.6332
C -2.0466 0.5601 0.4116 -0.4057
H 5.0666 0.1781 2.2180 0.2227
N 0.2399 -0.0728 -0.3731 -0.4135
C 2.5151 0.6801 0.1901 -0.2187
H -1.0075 -1.2560 0.8571 0.2308
O 3.3753 0.1927 4.7557 -0.7028
O -5.1751 2.6982 -1.8817 -0.5079
C 0.7775 -0.2767 -1.5792 0.7315
H -3.3227 0.8017 -1.3515 0.1993
H 2.3539 -4.0492 -1.7434 0.1919
C 3.9050 1.0702 3.7667 -0.0551
H 4.8938 1.3171 4.1378 0.1967
H 2.7543 -4.2580 2.3327 0.2049
C 1.0594 0.5487 0.6870 -0.0105
C -6.2096 2.9118 -1.0230 0.7923
H -7.9361 4.1692 -1.2701 0.2519
H 2.3852 -0.6309 -2.6285 0.3989
H -1.9161 -0.9969 -2.0100 0.2085
H -2.2244 0.4814 1.4845 0.2102
O 1.3480 -2.5998 0.4951 -0.5883
H -6.2529 5.6311 -2.9368 0.2286
H 4.1625 -1.6538 0.8526 0.2702
C 2.5025 -4.8135 -0.9778 -0.4113
H 3.0308 2.1533 1.6229 0.2183
H 3.2642 -5.7595 1.5806 0.2166
H 3.8760 -0.0752 -1.2257 0.2239
N 2.0169 -0.8210 -1.7060 -0.5697
C -6.3382 4.5685 -2.7216 -0.4293
H 1.5239 -5.2527 -0.7837 0.1960
H -4.0212 -0.2454 -0.0919 0.2163
H -1.5299 1.5085 0.2549 0.1935
C -1.6939 -1.5077 -1.0836 -0.6244
H 2.4313 1.4971 -0.5411 0.2112
C -1.0842 -0.6091 -0.0121 -0.0331
H 1.5961 -5.2218 1.4049 0.1875
N 0.1056 0.0661 -2.7013 -0.7935
C 3.4982 1.2550 1.2137 -0.3976
C -3.4036 0.6276 -0.2808 -0.6123
H -0.1523 -0.2189 2.3384 0.2317
C 2.6335 -4.8826 1.4508 -0.4158
H -4.7058 3.5065 -3.7229 0.1961
H 1.4507 -0.9503 2.2442 0.2240
H 3.5144 -0.5717 2.4855 0.2067
H 3.2079 -5.5422 -1.3633 0.2187
C 3.5480 -1.7827 -0.0353 -0.5456
H 3.2748 1.9609 3.7057 0.1534
H 4.3566 1.6253 0.6519 0.2220
C 3.0352 -0.4785 -0.6630 -0.0319
H -0.9810 -2.3109 -1.2986 0.2180
H 1.2538 0.7086 2.7805 0.2173
H 4.2139 -2.2576 -0.7592 0.2514
H 2.5477 -0.1654 4.4357 0.4563
C -4.9965 3.8470 -2.7317 -0.0712
N 3.0517 -4.1676 0.2390 -0.5179
```

Summary:
**Net charge**: +1
**Max |F|**: 2.21 eV Å⁻¹
**Gap between HOMO and LUMO**: 9.22 eV
**E_LUMO**: -0.09910 Ha

---

The following is a DFT calculation (ωB97M-V with the def2-TZVPD basis set) of a molecular structure, C20H40BeF3N2O6S4 in a non-equilibrium geometry.

Geometry as XYZ:
```
76
Properties=species:S:1:pos:R:3:mulliken_charge:R:1
C -6.5302 10.6429 22.1139 -0.4813
S 2.0135 12.0277 11.8737 0.4891
C -3.2595 23.7601 20.1354 -0.8750
H -5.0135 11.9296 21.0120 0.3921
Be -2.9958 10.3545 13.8419 0.4050
O -2.8184 14.8144 16.1838 -0.3904
C -3.7834 15.6318 10.4066 -0.8576
C 0.4945 18.2006 15.5293 -1.1746
H -7.2612 8.6050 22.6491 0.3865
H 1.9385 11.5652 14.3207 0.3221
C -3.5348 16.9976 17.4003 0.7301
H 0.6831 19.2723 15.5930 0.3475
H 2.5272 13.1069 14.0106 0.2811
S -5.1970 14.5003 10.2528 0.5244
H -4.6101 26.0487 17.2341 0.2984
H -3.1892 16.5694 15.3558 0.2815
H -5.1813 17.1862 24.8714 0.3718
C -6.3279 15.2059 11.5026 -0.7713
H -2.3187 23.2843 20.4123 0.2965
O -2.4702 23.7886 17.4116 -0.5992
H -5.1459 24.3911 17.6724 0.2715
N -5.9894 17.1846 28.0894 -0.0183
H -1.5598 18.7488 16.0970 0.3822
H -4.1945 9.9597 20.0709 0.2285
C -5.3980 16.9544 25.9038 -0.2973
H -7.3196 11.2917 22.4635 0.3605
H -7.2290 15.5474 10.9932 0.3152
H -5.2129 25.7696 18.8437 0.3322
H -3.0020 15.1737 9.8003 0.3136
H -2.4016 22.8946 12.3902 0.3382
H 3.6328 11.7839 13.6639 0.3601
C -5.8846 15.7530 26.3705 -0.3489
H -4.9005 18.7951 27.1553 0.3535
C -6.5830 9.2883 22.1596 -0.3010
S -4.7042 21.9018 12.0969 0.5054
H -5.8642 14.9067 25.6999 0.3879
H -2.9532 23.0444 10.7914 0.2976
H -5.3866 24.1070 12.3310 0.3169
H 0.9386 17.7245 16.4035 0.3234
F -4.0240 18.1802 16.9241 -0.2259
O -4.8362 13.1884 10.8734 -0.6058
C -4.6635 25.3022 18.0265 -0.8343
O 0.5525 12.4084 12.0148 -0.5900
C -6.3224 15.9062 27.6827 -0.4705
H -6.2203 17.5834 28.9881 0.2146
H 2.9009 13.6280 10.3295 0.3176
H 2.6679 14.4415 11.8487 0.2802
F -2.8734 17.2690 18.5585 -0.2280
C -5.4437 10.9919 21.3316 -0.3492
H -3.9122 22.8915 20.0480 0.3093
H -3.7498 24.3975 20.8712 0.3375
C -5.6660 8.8357 21.2393 -0.3515
H -6.6089 23.4280 11.1258 0.3507
H -6.4660 14.4095 12.2340 0.2948
H -6.7704 15.3315 28.4798 0.3710
H -5.4014 7.8412 20.9115 0.3749
H -2.4273 21.4899 11.2231 0.3307
C -2.6753 16.2326 16.2562 0.2042
C 3.0160 13.5079 11.4068 -0.8793
H 1.1162 17.7317 14.7666 0.3026
C -5.5780 23.4546 11.4790 -0.8920
O -1.3247 16.5992 16.1246 -0.2629
O -5.1286 20.7742 11.1668 -0.6296
S -2.9736 24.7102 18.5751 0.4632
C 2.5878 12.0908 13.6206 -0.9191
H -3.3731 15.7614 11.4081 0.2271
C -5.4095 17.8572 26.9890 -0.4365
H -1.2918 17.9644 14.5737 0.2535
H -5.8918 16.0829 11.9808 0.2431
H -5.0752 23.7103 10.5463 0.2812
C -1.0320 17.9166 15.6312 -0.2046
H -3.9066 16.6695 10.0966 0.3984
N -4.8998 9.8925 20.7908 -0.0038
C -2.9609 22.3487 11.6304 -0.8994
H 4.0487 13.2537 11.6455 0.3454
F -4.6067 16.2430 17.6432 -0.2155
```

Summary:
**Net charge**: +1
**Max |F|**: 4.48 eV Å⁻¹
**Gap between HOMO and LUMO**: 1.23 eV
**E_LUMO**: -0.30902 Ha

---

The lowest max |F| belongs to which entry?
C20H39N4O4

---

The highest max |F| belongs to which entry?
C20H40BeF3N2O6S4